ORCA calculation (wB97M-V/def2-TZVPD) on a 2-piece molecular cluster, C6H17N2O4PS overall.

Summary:
Kohn-Sham gap   8.686 eV
SMILES string   C=C[PH2](N)CCN.O=S1(=O)OCCO1
Total charge   0
HOMO level   -8.129 eV

Element x y z (Å)
C: 0.040 0.150 4.148
C: -0.161 -0.430 2.962
P: 0.986 -0.133 1.562
N: -0.142 1.060 0.788
C: 2.175 -1.437 2.272
C: 1.622 -2.848 2.509
N: 0.484 -3.175 1.629
H: -0.113 -0.371 5.087
H: 0.363 1.186 4.199
H: -0.989 -1.111 2.796
H: 1.056 -0.812 0.308
H: 1.931 0.886 1.758
H: -0.017 1.037 -0.223
H: -1.084 0.709 0.949
H: 2.620 -1.075 3.202
H: 2.994 -1.518 1.544
H: 2.433 -3.564 2.323
H: 1.304 -2.977 3.545
H: 0.384 -4.179 1.554
H: 0.634 -2.818 0.693
O: 0.536 3.422 -3.993
S: -0.156 2.347 -3.384
O: 0.387 1.665 -2.266
O: -0.547 1.293 -4.521
C: -1.963 1.068 -4.534
C: -2.551 2.376 -4.043
O: -1.643 2.797 -3.016
H: -2.191 0.245 -3.854
H: -2.282 0.811 -5.540
H: -3.547 2.264 -3.626
H: -2.563 3.132 -4.830


ORCA calculation (wB97M-V/def2-TZVPD) on a 2-piece molecular cluster, C6H17NO overall.

Summary:
Kohn-Sham gap   9.738 eV
SMILES string   CCCCCNC.O
Total charge   0
HOMO level   -8.845 eV
ΔE to the lowest compared entry with this formula, charge and spin   71.60 kcal/mol

Element x y z (Å)
C: -2.256 0.689 -0.914
C: -1.039 0.371 -1.660
C: -0.660 -1.147 -1.481
C: -0.305 -1.662 -0.007
C: 0.551 -0.826 0.963
N: 2.075 -0.789 0.738
C: 2.521 0.565 0.469
H: -3.228 0.126 -1.325
H: -2.378 1.782 -1.148
H: -2.154 0.574 0.197
H: -1.178 0.482 -2.778
H: -0.285 1.086 -1.140
H: -1.400 -1.858 -1.845
H: 0.306 -1.350 -2.056
H: -0.097 -2.709 -0.121
H: -1.359 -1.373 0.536
H: 0.517 -1.507 1.932
H: 0.257 0.181 1.100
H: 2.376 -1.411 -0.085
H: 2.137 1.194 1.440
H: 3.611 0.526 0.674
H: 2.540 1.033 -0.608
O: -0.215 2.360 2.472
H: 0.584 1.928 2.275
H: -0.921 1.734 2.372


ORCA calculation (wB97M-V/def2-TZVPD) on a 2-piece molecular cluster, C6H17NO overall.

Summary:
Kohn-Sham gap   9.803 eV
SMILES string   CCCCN(C)C.O
Total charge   0
HOMO level   -8.886 eV
ΔE to the lowest compared entry with this formula, charge and spin   53.44 kcal/mol

Element x y z (Å)
C: -3.136 0.158 -1.208
C: -2.338 -0.088 0.063
C: -0.946 0.614 0.010
C: -0.005 -0.575 0.456
N: 1.436 -0.114 0.189
C: 2.395 -0.987 0.776
C: 1.437 0.010 -1.255
H: -4.195 -0.061 -1.015
H: -3.069 1.220 -1.439
H: -2.852 -0.485 -2.009
H: -2.278 -1.230 0.177
H: -2.969 0.137 0.912
H: -0.794 1.340 0.818
H: -0.725 1.017 -1.003
H: -0.097 -0.870 1.498
H: -0.218 -1.620 0.023
H: 2.893 -0.764 1.695
H: 3.285 -0.883 0.093
H: 1.933 -2.080 1.011
H: 1.031 0.940 -1.601
H: 0.850 -0.824 -1.702
H: 2.435 -0.150 -1.698
O: 2.246 2.071 1.843
H: 1.779 1.378 2.395
H: 1.900 1.848 0.973


ORCA calculation (wB97M-V/def2-TZVPD) on a 2-piece molecular cluster, C6H17NO overall.

Summary:
Kohn-Sham gap   10.232 eV
SMILES string   CCCC[C@H](C)N.O
Total charge   0
HOMO level   -9.598 eV
ΔE to the lowest compared entry with this formula, charge and spin   57.44 kcal/mol

Element x y z (Å)
C: -2.566 1.463 -0.936
C: -1.068 1.592 -1.168
C: -0.512 0.238 -1.503
C: 0.296 -0.252 -0.285
C: 1.733 -0.175 -0.675
C: 2.633 -1.062 0.169
N: 2.041 1.295 -0.880
H: -2.909 0.668 -1.556
H: -2.655 1.101 0.127
H: -3.138 2.329 -0.887
H: -0.855 2.469 -1.838
H: -0.458 2.150 -0.354
H: -1.286 -0.541 -1.703
H: 0.123 0.057 -2.409
H: -0.007 0.290 0.606
H: -0.150 -1.203 -0.038
H: 1.857 -0.658 -1.742
H: 3.648 -1.242 -0.247
H: 2.166 -2.001 0.375
H: 2.573 -0.836 1.292
H: 2.352 1.797 -0.166
H: 2.910 1.231 -1.447
O: -2.623 -3.046 5.030
H: -2.079 -2.592 4.439
H: -2.025 -3.068 5.797


ORCA calculation (wB97M-V/def2-TZVPD) on a 2-piece molecular cluster, C6H17NO overall.

Summary:
Kohn-Sham gap   8.617 eV
SMILES string   CCN(CC)CC.O
Total charge   0
HOMO level   -7.791 eV
ΔE to the lowest compared entry with this formula, charge and spin   35.55 kcal/mol

Element x y z (Å)
C: 1.190 0.033 2.151
C: 0.774 -1.155 1.229
N: 0.487 -0.675 -0.098
C: 1.608 -0.145 -0.818
C: 1.318 1.123 -1.650
C: -0.544 -1.308 -0.911
C: -1.861 -0.496 -0.716
H: 1.077 -0.347 3.156
H: 0.371 0.750 2.056
H: 2.126 0.483 1.855
H: 1.569 -1.910 1.266
H: -0.119 -1.487 1.695
H: 2.072 -0.891 -1.493
H: 2.480 -0.010 -0.192
H: 1.077 0.817 -2.669
H: 2.141 1.825 -1.695
H: 0.372 1.484 -1.250
H: -0.670 -2.355 -0.616
H: -0.293 -1.344 -1.973
H: -2.582 -0.686 -1.519
H: -1.636 0.551 -0.748
H: -2.301 -0.958 0.166
O: -2.482 2.060 0.631
H: -2.090 1.916 1.487
H: -2.297 2.941 0.284


ORCA calculation (wB97M-V/def2-TZVPD) on a 2-piece molecular cluster, C6H17NO overall.

Summary:
Kohn-Sham gap (spin up / spin down)   12.765 / 7.557 eV
Spin multiplicity   2
Total charge   +1
HOMO level (spin up / spin down)   -15.403 / -15.377 eV
<S²>   0.75
ΔE to the lowest compared entry with this formula, charge and spin   13.75 kcal/mol

Element x y z (Å)
C: -0.393 0.810 2.284
C: -0.476 -0.501 1.512
N: -0.183 -0.411 0.084
C: 1.258 -0.544 -0.292
C: 2.098 0.643 0.195
C: -1.033 -1.304 -0.713
C: -0.967 -0.974 -2.240
H: 0.540 1.358 2.211
H: -0.512 0.562 3.340
H: -1.180 1.517 2.023
H: 0.180 -1.276 1.941
H: -1.453 -0.939 1.678
H: 1.240 -0.600 -1.363
H: 1.625 -1.448 0.205
H: 1.601 1.601 0.040
H: 3.072 0.639 -0.287
H: 2.288 0.523 1.252
H: -2.059 -1.065 -0.418
H: -0.716 -2.345 -0.629
H: -0.306 -1.668 -2.748
H: -0.766 0.080 -2.376
H: -1.940 -1.179 -2.694
H: -0.516 1.491 -0.624
H: -1.024 2.611 -1.537
O: -0.379 2.420 -0.846


ORCA calculation (wB97M-V/def2-TZVPD) on a 3-piece molecular cluster, C6H17NO2 overall.

Summary:
Kohn-Sham gap   9.171 eV
SMILES string   C=CCCNCC.O.O
Total charge   0
HOMO level   -8.505 eV
ΔE to the lowest compared entry with this formula, charge and spin   19.92 kcal/mol

Element x y z (Å)
C: 0.578 -1.346 2.114
C: -0.482 -1.380 1.314
C: -1.641 -0.436 1.429
C: -2.135 0.122 0.089
N: -1.164 0.948 -0.616
C: -0.752 0.416 -1.910
C: 0.413 1.230 -2.460
H: 1.390 -2.054 2.022
H: 0.630 -0.651 2.942
H: -0.530 -2.132 0.529
H: -1.402 0.390 2.108
H: -2.468 -0.969 1.915
H: -3.024 0.721 0.298
H: -2.506 -0.689 -0.549
H: -0.351 1.189 -0.062
H: -1.606 0.487 -2.586
H: -0.477 -0.653 -1.873
H: 0.733 0.912 -3.453
H: 0.128 2.280 -2.563
H: 1.270 1.223 -1.785
O: 2.176 -1.153 -0.373
H: 2.809 -1.037 -1.106
H: 1.319 -1.002 -0.751
O: 1.876 1.413 0.808
H: 2.045 0.467 0.541
H: 1.889 1.429 1.760


ORCA calculation (wB97M-V/def2-TZVPD) on C6H17NO3Rb as an isolated structure.

Summary:
Kohn-Sham gap   7.076 eV
Total charge   +1
HOMO level   -11.047 eV
ΔE to the lowest compared entry with this formula, charge and spin   52.81 kcal/mol

Element x y z (Å)
Rb: -3.759 -1.679 3.022
C: -0.382 1.332 2.288
O: -0.144 0.251 1.495
C: 1.233 -0.203 1.546
C: 1.240 -1.444 0.612
N: 0.799 -1.347 -0.771
C: 1.868 -0.815 -1.649
C: 1.492 -0.574 -3.170
O: 0.615 0.580 -3.225
C: 0.391 0.961 -4.598
H: -0.139 2.228 1.717
H: 0.079 1.399 3.274
H: -1.444 1.372 2.531
H: 1.330 -0.576 2.565
H: 1.915 0.620 1.330
H: 0.586 -2.222 1.005
H: 2.279 -1.770 0.556
H: 0.034 -0.687 -0.782
H: 2.638 -1.580 -1.743
H: 2.203 0.110 -1.180
H: 0.944 -1.404 -3.615
H: 2.452 -0.572 -3.687
H: -0.336 1.737 -4.838
H: 0.188 0.132 -5.275
H: 1.363 1.228 -5.014
O: -5.553 0.711 5.748
H: -6.504 0.612 5.793
H: -5.389 1.599 6.064


ORCA calculation (wB97M-V/def2-TZVPD) on a 2-piece molecular cluster, C6H17NO5PS overall.

Summary:
Kohn-Sham gap   8.129 eV
Total charge   +1
HOMO level   -11.980 eV

Element x y z (Å)
C: -0.428 0.911 -0.388
C: -0.246 -0.091 -1.526
C: -1.509 -0.507 -2.239
O: -2.314 -1.462 -1.465
S: -3.351 -1.002 -0.365
P: -4.930 0.302 -1.176
O: -5.850 0.273 -0.068
O: -5.296 -0.483 -2.483
O: -4.311 1.701 -1.525
H: -1.216 1.641 -0.608
H: -0.672 0.416 0.557
H: 0.500 1.445 -0.212
H: 0.289 -0.974 -1.174
H: 0.388 0.350 -2.300
H: -1.301 -1.041 -3.162
H: -2.131 0.362 -2.480
H: -2.682 -0.035 0.306
H: -4.933 -0.193 -3.333
H: -3.846 1.830 -2.366
C: 2.710 -1.476 2.348
C: 2.898 -0.342 1.368
O: 2.170 -0.211 0.389
N: 3.905 0.527 1.601
C: 4.861 0.525 2.694
H: 1.871 -2.078 2.013
H: 3.599 -2.104 2.395
H: 2.505 -1.100 3.351
H: 3.987 1.252 0.905
H: 4.792 1.448 3.269
H: 5.878 0.427 2.315
H: 4.664 -0.308 3.361


ORCA calculation (wB97M-V/def2-TZVPD) on a 2-piece molecular cluster, C6H17P2 overall.

Summary:
Kohn-Sham gap   5.999 eV
Total charge   +1
HOMO level   -12.117 eV
ΔE to the lowest compared entry with this formula, charge and spin   66.45 kcal/mol

Element x y z (Å)
C: 1.789 1.887 0.011
C: 0.428 -0.416 2.554
C: -1.141 -2.302 1.679
C: -1.678 0.651 -2.130
C: 0.836 1.902 -1.164
C: -0.809 -0.919 1.985
P: 1.071 -0.862 -2.507
P: -0.159 0.312 -1.087
H: 2.201 0.855 0.154
H: 2.661 2.482 -0.242
H: 1.224 2.071 0.869
H: 1.232 -1.215 2.401
H: 0.481 -0.357 3.706
H: 0.584 0.532 2.025
H: -1.022 -2.363 0.485
H: -2.162 -2.463 1.899
H: -0.695 -3.197 2.251
H: -1.401 1.203 -2.985
H: -2.403 1.438 -1.730
H: -2.040 -0.378 -2.380
H: 1.388 1.834 -2.105
H: 0.157 2.719 -1.402
H: -1.686 -0.233 2.069
H: 1.243 -1.764 -1.471
H: -0.100 -1.417 -2.886


ORCA calculation (wB97M-V/def2-TZVPD) on C6H18AlF2O3 as an isolated structure.

Summary:
Kohn-Sham gap   4.493 eV
Total charge   +1
HOMO level   -14.317 eV
ΔE to the lowest compared entry with this formula, charge and spin   3.11 kcal/mol

Element x y z (Å)
Al: -27.207 -11.955 2.552
F: -29.083 -13.709 3.493
F: -25.365 -13.101 4.249
C: -32.166 -11.723 2.066
C: -31.083 -10.934 2.791
O: -29.891 -11.003 1.983
H: -31.849 -12.754 1.907
H: -32.397 -11.252 1.111
H: -33.047 -11.791 2.707
H: -30.894 -11.290 3.796
H: -31.485 -9.917 2.782
H: -30.106 -10.665 1.106
C: -26.094 -16.199 0.555
C: -25.471 -15.255 1.566
O: -25.714 -13.882 1.125
H: -25.899 -17.213 0.913
H: -25.616 -16.077 -0.417
H: -27.174 -16.090 0.481
H: -24.394 -15.358 1.675
H: -26.011 -15.353 2.505
H: -25.056 -13.691 0.447
C: -28.753 -9.818 7.099
C: -28.777 -9.828 5.573
O: -28.417 -11.102 5.059
H: -29.430 -10.520 7.585
H: -28.952 -8.815 7.478
H: -27.746 -10.084 7.426
H: -28.074 -9.054 5.268
H: -29.769 -9.517 5.232
H: -29.054 -11.763 5.362


ORCA calculation (wB97M-V/def2-TZVPD) on C6H18Be2N8O10 as an isolated structure.

Summary:
Kohn-Sham gap   1.544 eV
Total charge   +2
HOMO level   -13.353 eV

Element x y z (Å)
Be: 36.006 4.971 2.035
Be: 37.817 10.240 -2.357
O: 37.426 6.578 -7.217
C: 38.621 6.644 -6.650
O: 38.909 7.586 -5.843
O: 39.532 5.943 -7.032
H: 36.954 7.134 -6.593
O: 32.835 6.429 -2.228
C: 33.927 7.203 -2.005
O: 34.369 7.907 -2.894
O: 34.355 7.314 -0.833
H: 32.897 6.062 -1.343
C: 31.491 8.907 -8.204
O: 30.984 9.806 -7.619
N: 32.339 8.058 -7.739
N: 31.069 8.451 -9.313
H: 32.723 7.377 -8.379
H: 32.709 8.180 -6.807
H: 31.878 8.046 -9.763
H: 30.460 9.137 -9.736
C: 28.771 3.181 -5.621
O: 28.141 2.440 -6.289
N: 29.420 2.838 -4.569
N: 28.806 4.394 -5.844
H: 30.097 3.446 -4.129
H: 29.184 1.945 -4.160
H: 29.454 5.082 -5.488
H: 28.269 4.603 -6.674
C: 33.893 14.008 -3.027
O: 35.048 13.646 -2.781
N: 33.361 15.131 -2.676
N: 33.013 13.138 -3.424
H: 32.437 15.150 -3.083
H: 33.842 15.984 -2.429
H: 33.205 12.226 -3.814
H: 32.135 13.564 -3.685
C: 31.077 2.419 1.591
O: 32.026 3.207 1.351
N: 29.905 2.865 1.923
N: 31.289 1.204 1.899
H: 29.797 3.865 1.838
H: 29.152 2.224 2.128
H: 32.229 0.925 2.140
H: 30.552 0.611 1.544